# 1
Below is 2 unconnected molecules or ions with the total composition C3H9NOS, with properties calculated with ωB97M-V with the def2-TZVPD basis set.

Calculated values
Kohn-Sham gap in eV: 9.28
Energy relative to the best compared isomer or geometry (same formula, charge and spin) in eV: 0.458
E_HOMO in Eh: -0.3126
Calculated total energy in Ha: -647.88125
Strongest force on any atom in eV/A: 1.2
2S+1: 1
SMILES: NC=O.CSC

Geometry (Å):
N 5.2263 -2.2482 -0.3429
C 5.2836 -0.9086 -0.5473
O 6.0620 -0.1882 0.0240
H 4.5986 -2.8781 -0.8158
H 5.8494 -2.6520 0.3365
H 4.5191 -0.5832 -1.2791
C -3.6179 2.4185 0.3011
S -2.6597 1.1297 -0.5756
C -3.3716 -0.3081 0.2516
H -3.3767 3.3453 -0.2005
H -3.2419 2.4688 1.3261
H -4.6686 2.1439 0.2875
H -2.7799 -1.1727 0.0181
H -3.4316 -0.0981 1.3111
H -4.3913 -0.4690 -0.0947

These are the Mulliken partial charges, in e, on atoms 1 to 5: atom 1 (N): -0.3262, atom 2 (C): 0.1627, atom 3 (O): -0.5452, atom 4 (H): 0.2033, atom 5 (H): 0.2231

=====

# 2
Below is 3 unconnected molecules or ions with the total composition CH7OS2, with properties calculated with ωB97M-V with the def2-TZVPD basis set.

Calculated values
Kohn-Sham gap in eV: 3.00
Energy relative to the best compared isomer or geometry (same formula, charge and spin) in eV: 5.887
E_HOMO in Eh: -0.4793
Net charge: +1
Calculated total energy in Ha: -913.40525
Strongest force on any atom in eV/A: 4.2
2S+1: 1

Geometry (Å):
O -3.4393 0.5233 0.0812
H 1.9285 1.2325 3.4089
H -2.7737 0.2456 -0.5612
H -4.2278 0.7475 -0.4423
C 0.9588 -0.2198 -1.8274
S -0.6333 -0.9044 -1.9220
S 1.5313 0.1403 2.5721
H 1.6103 -1.1817 -2.0019
H 1.8923 0.3281 -2.1898
H 0.9897 -0.2137 -0.6891
H 2.1630 -0.6977 3.5715

These are the Mulliken partial charges, in e, on atoms 1 to 5: atom 1 (O): -0.5707, atom 2 (H): 0.2146, atom 3 (H): 0.2457, atom 4 (H): 0.3448, atom 5 (C): -0.4635

=====

# 3
Below is 2 unconnected molecules or ions with the total composition C2H3NO2, with properties calculated with ωB97M-V with the def2-TZVPD basis set.

Calculated values
Kohn-Sham gap (spin up / spin down) in eV: 7.39 / 9.39
Energy relative to the best compared isomer or geometry (same formula, charge and spin) in eV: 7.627
E_HOMO (spin up / spin down) in Eh: -0.2879 / -0.3297
Calculated total energy in Ha: -282.97774
Strongest force on any atom in eV/A: 2.2
2S+1: 1

Geometry (Å):
C -2.0195 -0.0734 -0.4690
C 0.7495 0.1338 -0.3875
N 1.1381 -0.3148 0.9692
O -2.1909 -0.9386 0.2931
O 1.5355 -0.9705 -0.2602
H -2.2979 1.0015 -0.6289
H 1.0742 1.1396 -0.8257
H 2.0109 0.0225 1.3089

These are the Mulliken partial charges, in e, on atoms 1 to 5: atom 1 (C): 0.1137, atom 2 (C): 0.0881, atom 3 (N): -0.3683, atom 4 (O): -0.2625, atom 5 (O): -0.2683

=====

# 4
Below is a molecular structure, C6H8Cl16, with properties calculated with ωB97M-V with the def2-TZVPD basis set.

Calculated values
Kohn-Sham gap in eV: 9.08
Energy relative to the best compared isomer or geometry (same formula, charge and spin) in eV: 14.535
E_HOMO in Eh: -0.3334
Calculated total energy in Ha: -7595.93672
Strongest force on any atom in eV/A: 11.0
2S+1: 1

Geometry (Å):
C 0.9123 -0.9252 3.7293
Cl 0.6655 0.2326 5.0584
Cl 1.6062 -2.4980 4.2975
Cl 1.8325 -0.2021 2.4093
H -0.0579 -1.2159 3.3264
C -3.2753 0.5066 0.6663
Cl -3.8095 1.6230 -0.6043
Cl -4.5666 -0.6381 1.0584
Cl -2.9433 1.4128 2.1990
H -2.3924 -0.0256 0.3120
C -0.0185 -2.2915 -1.9442
Cl -0.4271 -3.8461 -2.7058
Cl 0.9355 -1.3365 -3.1241
Cl 0.9690 -2.4708 -0.4368
H -0.9780 -1.8157 -1.7413
C 2.7921 1.0057 -1.0151
Cl 4.4638 1.1209 -0.4070
Cl 1.6735 0.8537 0.3097
Cl 2.6158 -0.3142 -2.1786
H 2.5408 1.9457 -1.5064
C -0.0558 -0.3213 0.6707
Cl -1.1589 -1.4437 1.5198
Cl -0.8846 0.3308 -0.7962
H 0.2016 0.4156 1.4315
H 0.8843 -0.8238 0.4428
C -0.4773 2.1292 -2.2224
Cl 0.6256 0.8347 -2.7296
Cl 0.5031 3.3414 -1.2821
H -0.8575 2.6984 -3.0707
H -1.3193 1.7174 -1.6662

These are the Mulliken partial charges, in e, on atoms 1 to 5: atom 1 (C): 0.5752, atom 2 (Cl): -0.1432, atom 3 (Cl): -0.1532, atom 4 (Cl): -0.0171, atom 5 (H): -0.1446